Record 1
Below is a molecular structure, C44H52BiBr2IN5OS3, with properties calculated with wB97M-V/def2-TZVPD.

Geometry as XYZ:
```
109
Properties=species:S:1:pos:R:3:forces:R:3:mulliken_charge:R:1
Bi 1.1600 0.7216 -0.3412 0.0 -0.6 0.0 1.28
Br 5.8760 2.2491 -2.2885 0.0 0.0 0.0 -0.19
C 5.6453 0.8515 -1.0385 0.0 0.0 0.0 0.09
C 6.7793 0.2184 -0.5124 0.0 0.0 0.0 -0.45
C 6.6584 -0.8157 0.3701 0.0 0.0 0.0 0.13
Br 8.2320 -1.6578 1.0301 0.0 0.0 0.0 -0.26
C 5.3824 -1.2529 0.7957 0.0 0.0 0.0 0.86
C 5.1397 -2.3465 1.6552 0.0 0.0 0.0 -0.91
C 3.8595 -2.6668 1.9971 -0.1 0.0 0.0 -1.37
C 2.8044 -1.8610 1.5341 0.0 0.0 0.0 -0.38
N 3.0032 -0.8419 0.7382 -0.1 0.0 0.0 1.10
C 4.2540 -0.5561 0.3125 0.0 0.0 0.0 -0.54
C 4.3495 0.4854 -0.6849 0.0 0.0 0.0 0.19
O 3.2913 1.0091 -1.1850 0.1 0.2 0.0 -0.80
H 7.7581 0.5511 -0.8296 0.0 0.0 0.0 0.41
H 5.9778 -2.9213 2.0265 0.0 0.0 0.0 0.31
H 3.6439 -3.5102 2.6398 0.0 0.0 0.0 0.47
H 1.7740 -2.0557 1.8100 0.0 0.0 0.0 0.58
C 1.9145 -0.3309 4.3595 0.0 0.0 0.0 -1.58
C 3.1641 0.3822 3.9143 0.0 -0.1 0.0 1.35
C 4.4096 -0.0263 4.3728 0.0 0.0 0.0 -0.55
C 5.5686 0.5998 3.9417 0.0 0.0 0.0 -1.09
C 5.4811 1.6492 3.0443 0.0 0.0 0.0 -0.79
C 4.2529 2.0967 2.5641 0.0 0.0 0.0 0.91
C 4.1993 3.2385 1.5908 0.0 0.0 0.0 -1.14
C 3.0984 1.4512 3.0125 0.0 0.0 -0.1 -0.80
N 1.8115 1.8049 2.5100 0.2 -0.2 0.1 1.99
C 1.0628 2.5356 3.2202 -0.2 0.2 -0.2 0.16
C 1.4893 3.2066 4.4989 0.0 0.0 0.0 -2.13
C -0.3901 2.7144 2.8231 0.1 0.0 0.0 0.64
C -1.1665 3.7952 3.5278 0.0 0.0 0.0 -2.07
N -0.8918 1.8933 2.0000 -0.1 -0.1 0.2 1.42
C -2.3018 1.8306 1.8224 0.1 0.1 -0.1 -1.16
C -2.9745 0.8476 2.5610 0.0 0.0 0.0 1.58
C -2.2527 0.0439 3.6069 0.0 0.0 0.0 -1.54
C -4.3369 0.6746 2.3554 0.0 0.0 0.0 -0.93
C -5.0283 1.4702 1.4552 0.0 0.0 0.0 -1.03
C -4.3560 2.4717 0.7763 0.0 0.0 0.0 -0.95
C -2.9893 2.6805 0.9498 0.0 0.0 0.0 1.60
C -2.3148 3.8222 0.2476 0.0 0.0 0.0 -1.17
H 2.1602 -1.3293 4.7242 0.0 0.0 0.0 0.53
H 1.1984 -0.4349 3.5422 0.0 0.0 0.0 0.01
H 1.4113 0.2008 5.1735 0.0 0.0 0.0 0.37
H 4.4657 -0.8655 5.0575 0.0 0.0 0.0 0.39
H 6.5357 0.2602 4.2916 0.0 0.0 0.0 0.41
H 6.3824 2.1400 2.6942 0.0 0.0 0.0 0.41
H 5.0483 3.9061 1.7447 0.0 0.0 0.0 0.49
H 3.2771 3.8105 1.6664 0.0 0.0 0.0 0.10
H 4.2336 2.8812 0.5587 0.0 0.0 0.0 -0.05
H 2.5336 3.0032 4.7203 0.0 0.0 0.0 0.49
H 0.8771 2.8679 5.3378 0.0 0.0 0.0 0.36
H 1.3502 4.2855 4.4132 0.0 0.0 0.0 0.45
H -0.6851 4.7615 3.3653 0.0 0.0 0.0 0.41
H -1.1975 3.6238 4.6057 0.0 0.0 0.0 0.45
H -2.1857 3.8433 3.1535 0.0 0.0 0.0 0.39
H -1.2711 -0.2765 3.2618 0.0 0.0 0.0 0.03
H -2.8248 -0.8467 3.8674 0.0 0.0 0.0 0.47
H -2.1182 0.6358 4.5187 0.0 0.0 0.0 0.31
H -4.8568 -0.0960 2.9138 0.0 0.0 0.0 0.39
H -6.0894 1.3198 1.2964 0.0 0.0 0.0 0.39
H -4.8945 3.1218 0.0954 0.0 0.0 0.0 0.43
H -3.0328 4.6253 0.0718 0.0 0.0 0.0 0.45
H -1.9019 3.5155 -0.7132 0.0 0.0 0.0 0.07
H -1.4731 4.2214 0.8103 0.0 0.0 0.0 0.09
S 1.4464 -1.3802 -1.9842 0.0 0.2 0.0 -0.56
C 0.2819 -2.6125 -1.5133 -0.1 0.0 0.1 0.19
C 0.1756 -3.7453 -2.3317 0.0 0.0 0.0 -0.76
C -0.7322 -4.7599 -2.0736 0.0 0.0 0.0 -0.51
C -1.5692 -4.6612 -0.9691 0.0 0.0 0.0 -0.86
C -1.4557 -3.5647 -0.1299 0.0 0.0 0.0 -0.63
C -0.5339 -2.5374 -0.3636 0.1 0.0 -0.1 0.33
S -0.4695 -1.2132 0.7908 0.0 0.1 0.0 -0.45
H 0.8371 -3.8186 -3.1881 0.0 0.0 0.0 0.47
H -0.7843 -5.6202 -2.7305 0.0 0.0 0.0 0.45
H -2.2941 -5.4365 -0.7524 0.0 0.0 0.0 0.37
H -2.0884 -3.4874 0.7467 0.0 0.0 0.0 0.45
C -2.7470 -3.7841 -5.6290 0.0 0.0 0.0 -0.91
C -2.3146 -2.6758 -6.5850 0.0 0.0 0.0 -0.67
C -2.0810 -1.3412 -5.8827 0.0 0.0 0.0 0.19
C -0.8451 -1.3603 -4.9879 0.1 0.0 0.0 -0.39
N -0.6338 -0.1012 -4.2968 0.1 -0.1 0.0 0.07
C -1.2250 0.2490 -3.1446 -0.2 0.0 0.1 -0.53
S -0.7415 1.7168 -2.4100 -0.1 -0.1 0.0 -0.52
N -2.1774 -0.5553 -2.6664 0.1 0.0 0.0 1.00
C -3.0024 -0.2874 -1.4913 0.1 0.0 0.0 0.94
C -4.3117 -1.0520 -1.6036 0.0 0.0 0.0 -1.02
C -5.1677 -0.6633 -2.8080 0.0 0.0 0.0 0.19
C -5.6448 0.7844 -2.7637 0.0 0.0 0.0 -1.25
H -2.9828 -4.7042 -6.1659 0.0 0.0 0.0 0.41
H -3.6394 -3.4853 -5.0723 0.0 0.0 0.0 0.20
H -1.9738 -4.0188 -4.8963 0.0 0.0 0.0 0.16
H -3.0769 -2.5451 -7.3571 0.0 0.0 0.0 0.34
H -1.4002 -2.9744 -7.1088 0.0 0.0 0.0 0.34
H -2.9613 -1.0903 -5.2825 0.0 0.0 0.0 -0.31
H -1.9657 -0.5348 -6.6107 0.0 0.0 0.0 0.34
H 0.0437 -1.5514 -5.5910 0.0 0.0 0.0 0.52
H -0.8839 -2.1773 -4.2626 0.0 -0.1 0.0 -0.45
H 0.2200 0.4044 -4.4670 0.0 0.0 0.0 0.35
H -2.1765 -1.5141 -2.9880 -0.1 0.0 0.0 0.17
H -3.1611 0.7873 -1.4397 0.0 0.0 0.0 0.29
H -2.4688 -0.5716 -0.5817 0.0 0.0 -0.1 -1.39
H -4.8676 -0.8697 -0.6802 0.0 0.0 0.0 0.42
H -4.0980 -2.1274 -1.6241 0.0 0.0 0.0 0.42
H -6.0281 -1.3359 -2.8673 0.0 0.0 0.0 0.43
H -4.5950 -0.8218 -3.7275 0.0 0.0 0.0 -0.36
H -6.1971 0.9838 -1.8427 0.0 0.0 0.0 0.26
H -6.2996 1.0132 -3.6064 0.0 0.0 0.0 0.43
H -4.8055 1.4813 -2.7990 0.0 0.0 0.0 0.25
I 1.4153 3.9323 -0.6158 -0.2 0.4 0.0 -0.53
```
Positions in Å, forces in eV/Å.

Calculated values
F_max   0.013 Eh/bohr
Energy   -8912.02798 Ha
Spin multiplicity   1
Frontier orbital gap   6.812 eV
Net charge   -1
Molecular weight   1258.83 Da
Relative energy (zero: lowest compared OMol25 entry of this formula, charge and spin)   0.111 eV
HOMO   -4.4860 eV

Record 2
Below is C18H19FN2O4S in the gas phase in a non-equilibrium geometry, with properties calculated with wB97M-V/def2-TZVPD.

Geometry as XYZ:
```
45
Properties=species:S:1:pos:R:3:forces:R:3:mulliken_charge:R:1
O -2.4648 2.4214 -1.3821 0.4 1.9 -2.6 -0.71
C -1.8916 1.7157 -0.5971 -6.2 1.2 -0.3 0.51
N -2.6044 0.9391 0.1416 -8.5 -3.9 2.0 -0.18
C -4.0783 0.5671 0.1188 0.9 1.5 -2.3 0.01
C -5.0192 1.1113 -0.8027 -1.7 3.5 1.7 -0.43
C -6.4466 0.8892 -0.5439 2.3 -0.8 -1.5 -0.40
C -6.9496 -0.1463 0.4113 -6.1 9.5 -10.3 -0.46
C -5.9924 -0.6972 0.9231 4.6 -6.4 7.8 -0.57
C -4.6859 -0.3755 0.8884 5.4 -1.3 1.8 0.64
F -3.7108 -1.1246 1.7573 -2.4 1.4 -1.5 -0.38
H -6.3591 -1.2999 1.7309 1.0 -1.5 0.6 0.34
H -8.0164 -0.1586 0.1789 0.2 -1.2 1.6 0.36
H -7.0605 1.3400 -1.3320 -0.3 0.1 0.8 0.36
H -4.6623 2.1506 -1.2686 -1.0 -2.9 0.3 0.23
H -2.2526 0.2499 0.6833 2.2 -2.2 2.1 0.33
C -0.6565 1.7000 -0.1379 11.7 1.4 -6.0 1.19
C -0.0758 1.4020 1.0884 -3.4 1.6 0.0 -0.74
C 1.2122 1.5271 1.3606 3.6 0.7 -3.9 -1.08
C 2.2274 1.8607 0.1616 -4.1 -3.0 10.5 -0.22
C 1.6422 1.9998 -0.9455 -0.9 1.7 -10.6 0.41
C 0.2637 1.9470 -1.3967 3.8 -3.1 15.7 -1.44
H -0.1981 2.2050 -2.1446 -3.9 2.5 -8.4 0.90
H 2.3850 2.2160 -1.7972 -1.0 -0.3 1.0 0.28
S 3.8108 1.7490 0.7446 3.0 -10.5 -16.0 1.05
O 4.1924 2.8842 1.2898 2.6 8.7 8.2 -0.56
O 4.6904 1.6903 -0.6753 -3.5 -0.9 5.0 -0.73
N 4.0272 0.0584 1.3869 -2.5 14.2 9.1 -0.18
H 4.6405 0.5291 2.1679 -0.7 -2.8 -1.3 0.35
C 4.2450 -0.9815 0.7347 5.9 -5.6 -10.4 -0.81
H 4.3397 -1.8351 1.3818 -0.3 -0.7 -0.1 0.41
H 5.3249 -0.7701 0.0997 -1.9 -1.4 1.4 0.32
C 3.2514 -1.1742 -0.6125 0.9 -1.1 5.3 -0.17
H 3.3842 -0.2596 -1.1509 -0.3 0.3 -0.7 0.63
C 3.4669 -2.6228 -1.2364 0.0 5.5 -2.1 -0.96
H 3.8036 -2.4160 -2.2300 0.9 -0.1 -0.7 0.34
H 4.2657 -2.8971 -0.6447 1.1 -2.3 1.1 0.41
C 2.1354 -3.1462 -1.3286 -0.7 -4.2 9.5 -0.48
H 2.1552 -4.2153 -0.8036 -0.5 1.5 -2.4 0.25
C 1.4860 -2.4443 0.0956 -2.4 -2.3 2.1 -0.65
H 0.2982 -2.3348 0.1738 2.3 -0.4 -0.8 0.12
O 2.0416 -1.2293 0.1928 0.2 2.5 -2.4 -0.04
H 1.7125 -2.9127 1.2354 -0.2 -0.2 -3.1 0.28
H 1.4257 -2.9327 -2.0080 -1.6 0.4 -3.0 0.45
H 1.5986 1.3127 2.2993 0.6 -0.1 1.7 0.47
H -0.9014 1.5083 1.7916 0.7 -1.0 1.1 0.54
```
Positions in Å, forces in eV/Å.

Calculated values
F_max   0.378 Eh/bohr
Energy   -1605.22113 Ha
Spin multiplicity   1
Frontier orbital gap   7.825 eV
Structure (SMILES)   O=C(Nc1ccccc1F)c1ccc(S(=O)(=O)NC[C@H]2CCCO2)cc1
Molecular weight   378.42 Da
Relative energy (zero: lowest compared OMol25 entry of this formula, charge and spin)   17.114 eV
HOMO   -8.8025 eV

Record 3
Below is 2 unconnected molecules or ions with the total composition C2H6O2Si2 in a non-equilibrium geometry, with properties calculated with wB97M-V/def2-TZVPD.

Geometry as XYZ:
```
12
Properties=species:S:1:pos:R:3:forces:R:3:mulliken_charge:R:1
C 0.0226 -0.0868 -0.3217 -1.4 -1.2 0.1 0.27
C 3.5333 0.2524 0.9335 -0.1 1.1 -0.2 0.12
O 1.2178 0.0463 -0.3596 0.1 0.9 -0.2 -0.43
O 3.3212 1.3353 0.6764 0.4 -1.0 0.4 -0.12
Si -1.1920 1.4246 0.0240 1.0 -0.1 1.6 0.39
Si -0.6818 -1.8346 -0.3752 2.3 -1.3 -0.1 0.36
H -1.2311 1.6795 1.5170 0.1 -0.2 -0.6 -0.08
H -0.2362 2.1980 -0.6354 0.8 1.9 -0.7 -0.13
H -2.5071 1.6965 -0.4839 -0.8 -0.4 -0.5 -0.11
H 0.3635 -2.6394 0.4187 -0.8 0.3 -0.5 -0.07
H -0.7303 -2.3951 -1.7614 -0.4 0.2 0.3 -0.08
H -1.8799 -1.6766 0.3676 -1.3 -0.2 0.4 -0.13
```
Positions in Å, forces in eV/Å.

Calculated values
F_max   0.051 Eh/bohr
Energy   -809.15445 Ha
Spin multiplicity   1
Frontier orbital gap   8.562 eV
Molecular weight   118.24 Da
Relative energy (zero: lowest compared OMol25 entry of this formula, charge and spin)   4.960 eV
HOMO   -8.6954 eV

Record 4
Below is a molecular structure, C15H7N3O5V in a non-equilibrium geometry, with properties calculated with wB97M-V/def2-TZVPD.

Geometry as XYZ:
```
31
Properties=species:S:1:pos:R:3:forces:R:3:lowdin_spin:R:1
O -0.0166 2.7606 -4.8190 -0.3 -3.9 3.1 0.04
C -0.0678 1.7997 -4.1757 0.4 5.9 -4.0 0.01
V -0.0871 -0.1322 -3.6437 0.7 1.2 4.8 1.61
O -0.0231 -1.0153 -6.6311 -0.3 2.1 5.2 0.05
C -0.0755 -0.6088 -5.5409 0.2 -2.6 -7.5 0.01
C -0.2370 -2.0709 -3.3564 -0.9 -7.3 0.3 0.02
O -0.3774 -3.2174 -3.2599 0.6 4.8 -0.3 0.05
C -2.1013 -0.0037 -3.4607 -6.7 -0.4 -0.9 0.02
O -3.2535 -0.0364 -3.5562 5.0 0.3 0.7 0.06
C 1.9775 -0.0252 -3.6439 6.6 0.1 -1.0 0.02
O 3.1326 0.0187 -3.7289 -5.3 -0.1 0.5 0.04
N -0.4595 1.0695 7.4385 0.1 -0.2 -1.9 0.04
C -0.4130 0.9099 6.2786 -0.3 0.2 1.1 0.01
C -0.3291 0.6840 4.8658 0.2 0.0 0.9 0.02
C -1.3141 1.1270 3.9697 -0.7 0.3 -1.6 0.01
C -1.1735 0.9064 2.5945 -0.8 0.7 1.3 0.00
C -0.0671 0.2004 2.1300 0.2 -0.4 -1.2 0.02
C 0.9435 -0.2137 3.0147 0.6 -0.4 1.4 0.00
C 0.8024 0.0142 4.3855 1.1 -0.7 -1.5 0.01
N 0.0719 -0.1340 0.7567 0.1 0.3 0.1 -0.01
C 0.9753 -1.1168 0.3302 0.8 0.0 -0.9 0.00
C 1.0578 -1.0283 -1.0225 0.2 -0.8 1.6 0.00
N 0.1335 -0.0942 -1.4713 -1.1 1.2 -0.5 -0.02
C -0.4472 0.4478 -0.3742 0.3 -0.5 -0.2 0.00
H -2.1881 1.6453 4.3525 0.1 0.0 -0.1 0.00
H -1.9140 1.2583 1.8843 -0.1 0.0 0.3 0.00
H 1.8512 -0.6911 2.6330 -0.4 0.2 0.4 0.00
H 1.5801 -0.3274 5.0736 -0.3 0.2 -0.2 0.00
H 1.5043 -1.7694 1.0097 -0.1 0.1 -0.1 0.00
H 1.7234 -1.5849 -1.6752 -0.3 0.0 0.3 0.00
H -1.2089 1.2280 -0.3576 0.4 -0.3 -0.1 0.00
```
Positions in Å, forces in eV/Å.

Calculated values
F_max   0.155 Eh/bohr
Energy   -2059.03448 Ha
Spin multiplicity   3
Frontier orbital gap (spin up / spin down)   2.903 / 2.660 eV
Net charge   +3
Molecular weight   360.18 Da
<S²>   2.0300
HOMO (spin up / spin down)   -18.4194 / -17.9625 eV

Record 5
Below is a gas-phase ion, C2H6N5 (charge +1) in a non-equilibrium geometry, with properties calculated with wB97M-V/def2-TZVPD.

Geometry as XYZ:
```
13
Properties=species:S:1:pos:R:3:forces:R:3:mulliken_charge:R:1
C 3.0784 -0.5413 0.4159 -1.4 -0.5 3.3 -0.64
C -3.1236 -0.0021 0.5702 0.0 1.2 2.5 -0.52
N 0.7665 -0.7630 -0.0013 2.8 -0.5 -0.7 0.81
N -0.3632 -0.6719 -0.0018 0.3 2.6 2.8 0.10
N -1.4619 -1.1796 -0.6421 -1.8 -2.6 -2.3 0.05
N 1.9031 -1.0391 -0.1748 -2.1 -0.4 -1.4 -0.49
N -2.5751 -0.9456 -0.3340 -0.6 0.2 -0.1 -0.13
H 3.3170 0.4363 0.2160 -0.4 2.9 -0.2 0.34
H 2.9662 -0.8019 1.4832 0.6 0.6 -0.3 0.30
H 3.8926 -0.9901 0.0340 2.5 -2.4 -1.3 0.35
H -4.0194 0.4060 0.0739 0.7 0.4 0.0 0.28
H -3.6162 -0.5021 1.4632 0.8 0.0 -1.1 0.27
H -2.3654 0.7723 1.0371 -1.3 -1.4 -1.3 0.29
```
Positions in Å, forces in eV/Å.

Calculated values
F_max   0.076 Eh/bohr
Energy   -353.07966 Ha
Spin multiplicity   1
Frontier orbital gap   8.842 eV
Net charge   +1
Structure (SMILES)   CN=[N+]=N/N=N/C
Molecular weight   100.10 Da
Relative energy (zero: lowest compared OMol25 entry of this formula, charge and spin)   7.229 eV
HOMO   -14.6198 eV